The molecule C4H2O2, computed with ωB97M-V/def2-TZVPD.

The geometry in XYZ format:
```
8
Properties=species:S:1:pos:R:3:forces:R:3
C -0.0315 0.0356 -2.0858 0.1 -0.1 0.3
C 0.2917 -0.2606 -0.9635 -0.2 0.1 -0.6
C 0.5780 -0.4143 0.4491 0.3 -0.2 0.2
O 1.5130 -1.0161 0.9271 -0.5 0.4 -0.3
C -0.4305 0.2921 1.3606 -0.7 -0.1 0.2
O -1.5823 -0.0545 1.4258 0.6 0.1 -0.1
H -0.3039 0.2981 -3.0892 0.1 -0.1 0.3
H -0.0346 1.1197 1.9759 0.1 -0.1 0.0
```
Forces are in eV/Å.

energy relative to the best compared isomer or geometry (same formula, charge and spin): 10.1 kcal/mol
HOMO energy: -10.204 eV
DFT total energy: -8272.0899 eV
SMILES string: C#CC(=O)C=O
largest force on an atom: 0.71 eV Å⁻¹
Kohn-Sham gap: 9.526 eV